19
Properties=species:S:1:pos:R:3:forces:R:3 method="wB97M-V/def2-TZVPD" homo_lumo_gap_ev=9.89 lumo_ev=0.8 charge=0 smiles=NC[C@H](N)CCS
H -1.21071 1.55183 0.39743 0.4356 0.2140 -0.8248
H 1.29998 0.23241 -2.84737 -0.1821 -0.0216 -0.2308
H 2.06952 -0.31876 -0.56524 0.1282 0.1887 -0.1558
H 1.47879 0.17056 2.25785 0.3888 0.1165 0.0332
H 0.38847 -1.02693 0.68936 -0.1925 -0.0685 0.7219
S 0.27268 -1.88831 -2.25219 0.1423 0.0058 -0.6796
H -1.71010 -0.80403 1.91405 0.0818 0.0985 0.1205
H 0.24211 1.15540 2.30609 -0.2285 0.1175 -0.0982
N 0.96342 0.82065 1.67843 0.0667 -0.6695 0.3807
C -1.07531 0.47378 0.38996 -1.8532 -0.4219 1.7002
H 1.52793 1.31893 -0.77363 -0.2695 0.0667 0.2279
H -2.86758 -0.11216 1.09466 -0.2671 0.2410 0.4209
C 0.35397 0.06190 0.58922 -0.2843 0.4396 -1.5095
H -1.53355 -0.02594 -0.46511 0.4400 0.3781 -0.3405
N -2.00183 0.11463 1.57766 0.9288 -0.5476 -1.0230
C 0.59537 -0.07992 -2.08617 -0.6799 -0.7523 1.3623
H -0.40743 0.32572 -2.20038 0.3206 0.5914 -0.3834
H 0.44736 -2.25813 -0.99377 0.1223 0.0158 0.3843
C 1.16694 0.28836 -0.71084 0.9020 0.0077 -0.1065

***

19
Properties=species:S:1:pos:R:3:forces:R:3 method="wB97M-V/def2-TZVPD" homo_lumo_gap_ev="10.21 / 5.56" multiplicity=2 lumo_ev="-3.2 / -7.7" charge=+1
H -0.18032 1.58960 2.02704 -0.1422 0.1296 -0.0871
S 2.22074 -0.87138 -0.26392 0.2303 -0.0711 -0.1017
H -0.51627 -0.37658 -2.83357 -0.2200 -0.2144 -0.1231
H -0.16684 -0.11235 1.83341 -0.1793 -0.3677 -0.1428
H 0.61003 0.97593 -1.01999 -0.0598 -0.1218 -0.2299
H 0.17061 -1.81870 -1.19843 0.2774 -0.0577 -0.1390
H -2.68267 0.06278 2.01804 0.0187 -0.0446 0.1727
N -0.92095 0.97387 0.19874 1.3163 0.3146 0.8195
C -0.21879 0.25261 -0.82389 -0.1896 0.1388 -0.2834
H -1.12298 1.21552 -2.53484 -0.4618 0.2320 -0.0828
H -2.05557 -0.19823 -1.90587 -0.2245 -0.1273 -0.1627
H -0.89870 1.97318 0.00220 -0.9012 -0.0024 -0.2759
C -1.08357 0.21684 -2.12304 1.1296 0.1600 0.3837
H 2.50643 -0.85923 -1.57427 0.0596 0.0202 0.0174
H 0.09310 -1.49572 0.47922 -0.0851 0.0558 0.0782
C 0.44698 -1.07422 -0.45794 -0.7598 -0.1691 0.2152
N -2.00163 0.69724 2.42105 0.0531 0.3228 -0.8210
C -0.78590 0.75569 1.65752 0.3370 -0.1143 0.5927
H -2.41083 1.62003 2.50295 -0.1986 -0.0834 0.1700

***

19
Properties=species:S:1:pos:R:3:forces:R:3 method="wB97M-V/def2-TZVPD" homo_lumo_gap_ev="9.89 / 5.07" multiplicity=2 lumo_ev="-3.3 / -8.0" charge=+1
H -1.73048 0.20120 -1.27700 1.0701 0.8932 0.1352
H -1.76140 2.66357 -0.91724 -0.0466 0.8252 -0.2620
N 1.33747 -2.58117 1.60602 -1.6072 2.7092 1.8831
C 0.13509 -2.11957 0.86310 -0.3141 -1.1066 0.4243
S 0.68741 3.08683 -0.16087 -2.0757 -0.9840 0.1835
H 1.17005 0.59023 -0.62058 0.8313 0.5280 0.4764
C -0.75912 0.80061 -1.19828 -2.9961 1.0069 0.6158
H 0.82608 3.23798 -1.46244 0.2118 0.2088 -0.6311
N 0.11364 -0.66297 0.62459 -3.0745 -0.8542 0.9978
H 2.21990 -2.22665 1.26074 0.1594 -0.1466 -0.8230
H -0.74790 -2.34885 1.52776 1.0042 0.3265 -0.5049
H -0.66346 -0.35321 1.30452 1.8907 0.7900 -1.4567
C -1.00225 2.13761 -0.37498 1.7285 -1.0187 0.3599
H -0.10409 -2.66235 -0.05798 0.7507 0.1948 -0.0830
H -1.39410 2.01114 0.64675 0.3094 -0.1568 -0.3246
C 0.31242 -0.07442 -0.65449 2.0842 -2.3314 -1.5015
H -0.56400 1.18076 -2.20764 0.5044 -0.6625 0.1145
H 0.71006 -0.93264 -1.37775 -1.1124 1.6437 1.4298
H 1.21467 -1.94812 2.47578 0.6819 -1.8656 -1.0336

***

20
Properties=species:S:1:pos:R:3:forces:R:3 method="wB97M-V/def2-TZVPD" homo_lumo_gap_ev=8.81 lumo_ev=0.7 charge=0
C -0.48437 1.27621 0.68603 1.3690 -1.2340 2.2364
C -0.67092 -0.19519 0.45538 -0.0246 -0.4445 -3.9543
H -0.50950 -2.69621 -1.10664 1.9515 0.8522 0.0176
H -2.46788 0.93521 -0.32929 -0.6397 -2.3457 0.1395
H 1.17774 -2.68061 -0.22332 -0.9806 0.3841 0.1093
C 0.55902 -2.20890 -1.02020 -1.0285 -0.2088 2.0907
N 0.07368 -0.30250 -2.08165 -1.3319 0.5452 -2.0475
H 1.57196 0.65604 0.24536 -0.9870 2.5012 0.4415
H 1.39868 1.67865 1.73064 -0.3110 -0.0133 -0.2765
H 1.18553 -2.39272 -1.84475 0.1815 -0.3444 -1.6190
H -0.41002 -0.96041 1.08510 0.8585 -1.1526 2.3008
H -1.76794 0.44643 2.46209 -0.1990 0.2503 0.3313
H 1.19708 2.57334 0.23938 0.2614 -0.4692 -0.2474
H -0.97586 1.73081 -0.11554 -0.4843 1.1429 -1.2328
H -0.07507 0.69713 -2.09083 0.4358 0.2617 0.1271
H -0.86717 -0.68570 -2.37931 1.0446 0.0417 0.7574
S -1.52835 1.74819 2.24638 1.1034 -0.3298 -1.0305
N 0.55817 -0.73674 -0.88242 -2.5241 -0.2572 1.8595
C 1.01421 1.59509 0.69933 0.9216 -1.0825 0.6838
S -2.37337 -0.47984 -0.05289 0.3833 1.9027 -0.6869

***

20
Properties=species:S:1:pos:R:3:forces:R:3 method="wB97M-V/def2-TZVPD" homo_lumo_gap_ev=9.17 lumo_ev=0.7 charge=0 smiles=CN[C@@H](CN)CSS
H 1.00704 -0.19961 1.84214 -0.7662 -1.0084 -0.7957
H -0.77158 1.25809 2.28333 -0.2546 -1.6267 -0.6134
H 0.73532 -0.86977 -0.62795 -0.0896 -0.4133 -0.5876
C -0.06489 -0.27764 -0.20555 0.4976 0.2385 2.8674
H -0.27977 1.75279 0.17123 1.8223 -0.8993 -0.7532
N 0.38836 1.13793 -0.38728 -1.7199 -0.8910 0.3646
C 0.04389 -0.53344 1.36809 -1.7830 0.7772 -0.2044
H -0.24417 -1.59625 1.51400 0.6309 0.5289 0.3764
N -1.07893 0.27153 2.04238 1.5799 1.4611 -1.6424
H -2.27168 -0.36643 0.00883 0.5321 0.7911 -0.8216
H 2.43645 1.02503 -1.03123 -0.9804 0.2932 0.6224
S -1.62490 -0.07112 -2.38681 -1.1336 1.0490 0.4000
C 1.81737 1.17315 -0.08924 1.2536 -0.6861 -1.2937
H 2.07005 2.14884 0.25042 0.3960 0.7091 0.5663
C -1.47857 -0.69820 -0.69924 0.2734 -0.0611 0.4268
H 2.29813 0.36654 0.56100 -1.1198 1.1090 -0.2365
H 0.63365 -1.18988 -3.31198 -0.5858 0.2304 -0.0078
S -0.70523 -1.40374 -3.52699 0.9396 -1.1179 -0.4757
H -1.73758 -1.78006 -0.68793 1.0821 0.3697 -0.2013
H -1.17295 -0.14773 2.91278 -0.5745 -0.8534 2.0095

***

19
Properties=species:S:1:pos:R:3:forces:R:3 method="wB97M-V/def2-TZVPD" homo_lumo_gap_ev=8.29 lumo_ev=-3.8 charge=+1 smiles="NCC/C(N)=C/[NH3+]"
H 2.55453 -0.22816 -2.30603 -0.1316 1.4053 1.3701
H -0.58286 0.51638 1.65864 -0.3338 0.3314 0.2053
H -2.49238 1.65807 0.04549 -0.9258 -0.9965 2.6288
H -1.38169 0.30667 -0.89081 -0.9541 1.5362 -2.2565
H 1.65095 -1.14545 1.22590 -0.8836 -0.9208 -1.4653
H 0.71500 1.49669 -1.28309 -0.4513 0.2023 -0.4837
C -1.50032 0.16500 1.16438 -1.1500 -0.8106 1.2199
H 0.25648 -2.06101 0.98130 1.0762 0.8648 -1.1863
H -1.46649 -1.48212 -0.49365 0.9586 2.9167 0.7079
N -2.53004 1.22617 1.03715 0.3315 -0.1331 -1.1269
H -3.45854 0.99671 1.48267 1.5602 0.5028 -1.4265
N 2.49877 0.30107 -1.36472 2.6762 -1.6440 -0.3616
H 3.14243 1.13742 -1.38383 -0.6683 -1.1507 0.0052
C -1.03489 -0.36076 -0.20294 0.9072 -4.1912 0.7961
C 1.14197 0.57930 -0.96153 -0.7214 -3.1130 1.1907
H -1.92472 -0.65748 1.84670 0.6825 1.0934 -1.0653
N 1.01422 -1.53729 0.46191 0.7792 1.2054 1.1969
H 2.88958 -0.44899 -0.69822 -0.3391 1.5239 -0.9944
C 0.50799 -0.46221 -0.31932 -2.4126 1.3776 1.0455

***

19
Properties=species:S:1:pos:R:3:forces:R:3 method="wB97M-V/def2-TZVPD" homo_lumo_gap_ev=10.35 lumo_ev=-3.0 charge=+1 smiles="CN[C@@H](C)NC=[NH2+]"
H 0.29158 3.64892 1.01772 -0.0825 -0.3704 0.4407
C -1.80994 -0.88993 -1.45651 -1.0131 -0.6500 3.3630
H 0.31725 0.41159 1.95948 -0.3665 -0.1322 -1.6444
N 0.17123 0.51061 0.91454 -0.5311 -2.3699 1.9583
H -2.30657 0.00008 -1.06497 -0.4186 -0.0089 -0.3502
H 2.01264 -1.50760 1.27319 -0.7104 0.4617 -2.1759
H -0.12422 2.63684 2.35747 0.4784 -0.0707 -0.6622
H 1.64200 -2.33832 -0.41218 0.6896 1.7903 1.2184
H -2.31198 -1.77392 -0.86107 1.0433 1.3100 -1.4231
H 2.27310 -0.58387 -0.35464 0.1394 -0.2048 0.1620
C 1.66577 -1.31913 0.17308 -1.2867 -2.3532 -0.2854
N 0.26955 2.70807 1.41188 -0.7939 1.2198 -0.5577
H -0.39590 -1.52097 0.67384 -1.9173 -1.5985 2.1208
H 0.21952 1.91598 -0.54858 -0.4526 0.1167 0.1308
N -0.39624 -0.72175 -1.15038 1.1993 -0.8079 -3.8683
C 0.12687 1.71771 0.51947 1.2882 0.4478 0.1430
C 0.15574 -0.91765 0.07442 3.2272 2.7456 0.0517
H -1.93653 -0.95421 -2.50785 -0.2522 -0.2284 -0.7482
H 0.13613 -1.02247 -2.01890 -0.2406 0.7032 2.1267

***

19
Properties=species:S:1:pos:R:3:forces:R:3 method="wB97M-V/def2-TZVPD" homo_lumo_gap_ev=5.68 lumo_ev=-8.8 charge=+1
N -0.12245 -1.78970 0.30650 -1.1062 0.8297 0.5769
H -0.89066 -2.42442 0.53967 0.2580 -0.0559 0.2310
H 1.55866 1.19462 2.43265 0.1924 0.0198 -0.0429
H 1.28196 0.26863 0.14478 0.5244 0.2208 -0.1939
N -2.05981 1.74659 -2.50104 0.6270 -0.5850 1.6128
C 0.44456 -1.08332 1.45456 1.2369 -0.6630 -0.5477
H -1.59151 1.75356 -3.40603 -0.2486 0.2150 -0.0031
C 1.69761 -0.33260 0.95503 -0.8642 0.1878 -0.5961
H 3.15209 1.17027 1.69177 0.0487 -0.1436 -0.3534
H 0.74464 -1.83858 2.18956 -0.3881 -0.0329 0.1179
N -0.99398 0.41875 -0.81746 -0.0165 0.3392 0.8485
H 2.40827 -1.03348 0.51816 -0.0885 -0.1107 0.0414
C 2.32744 0.53809 2.00342 -0.4703 0.0487 1.1387
H -2.22381 -0.28214 -2.34111 0.4899 -0.5870 0.4444
H -0.50122 -1.08789 -0.38310 0.5710 -0.0476 -0.7505
H -0.27826 -0.40390 1.93018 -0.0174 -0.0463 -0.0192
H -1.87612 2.55976 -1.91881 0.3088 0.1451 -0.3800
C -1.71778 0.53834 -1.80913 -1.1805 0.1449 -2.0962
H 2.67702 -0.08792 2.83036 0.1233 0.1208 -0.0284

***

19
Properties=species:S:1:pos:R:3:forces:R:3 method="wB97M-V/def2-TZVPD" homo_lumo_gap_ev=11.08 lumo_ev=-3.0 charge=+1
C -0.01103 2.17203 -1.45307 0.6431 -0.2238 0.5111
H 2.24866 1.39121 0.79346 -1.2730 0.5765 0.1744
C 0.48003 1.40351 -0.48295 0.1496 -0.3301 -0.6136
C 1.20637 1.84745 0.77146 0.1630 -0.2254 -0.4815
N 0.39651 -0.10145 -0.69975 0.3411 1.4087 -0.7815
H 0.42850 -3.04921 1.36743 -0.3807 0.5645 -0.8855
N 0.04347 -2.40714 0.65172 0.2888 -1.4101 1.3064
C -1.27773 -2.06549 0.84159 -1.2435 0.7542 -0.8100
H 0.79130 -0.34143 -1.64192 -0.4851 0.1908 1.1424
H 0.88598 -0.61420 0.03420 0.1671 0.0945 -0.1062
H -0.47483 1.78093 -2.35605 0.0419 0.0463 0.2263
H 0.37816 -2.61735 -0.28763 -0.4428 -0.0963 0.3562
N -1.90203 -1.32686 -0.01408 0.4564 -0.0361 0.9505
H -2.81070 -1.03307 0.36731 0.3531 -0.3742 -0.5276
H 1.28945 2.95150 0.67251 0.0644 -0.7734 0.4616
H -1.83099 -2.36975 1.74101 0.9047 -0.1766 0.0221
H 0.16082 3.24264 -1.38172 -0.3468 -0.1516 -0.0208
H 0.61783 1.57143 1.68416 0.6759 0.2730 -0.6645
H -0.61977 -0.43475 -0.60771 -0.0770 -0.1109 -0.2598

***

19
Properties=species:S:1:pos:R:3:forces:R:3 method="wB97M-V/def2-TZVPD" homo_lumo_gap_ev=7.39 lumo_ev=-5.4 charge=+1
H -0.44071 -0.61008 -0.99689 0.2822 0.3623 0.0917
C -0.76189 2.09731 0.49471 0.1571 -0.0484 0.3700
H 1.79696 -2.09452 -2.33478 0.1718 0.0851 -0.1380
H -1.18783 -0.27002 2.80624 -0.1065 0.0791 -0.0200
H 0.34962 -1.38571 -3.13986 0.2964 0.0032 -0.3254
H 1.33943 -2.79060 -0.18804 0.4063 0.3433 0.1139
H -0.11278 3.53529 -0.51483 0.4582 -0.0425 0.0183
H 1.57628 -0.28526 -2.43124 0.2111 -0.1025 -0.1895
H -1.34769 -0.45372 1.06825 0.0411 0.0503 -0.0198
H -0.65518 2.06493 2.42906 -0.3999 0.1333 0.1765
C 1.10517 -1.26228 -2.36860 -1.3437 -0.0519 0.5231
H 0.25273 0.00927 1.83254 0.0790 -0.3870 -0.1327
N -0.10438 3.17645 0.43786 -0.6905 0.0307 -0.2408
H 0.22003 -1.69017 0.87307 -0.2196 -0.4459 0.1715
N -1.15614 1.54347 1.71367 0.7979 -0.4349 -0.2340
H -1.05337 1.49791 -0.37885 -0.3509 0.1391 -0.0400
N 0.34469 -1.25132 -1.08478 0.8432 -0.4278 0.0367
C -0.83567 0.11427 1.85064 -0.2374 0.8311 0.3370
C 0.67076 -1.94521 -0.06815 -0.3957 -0.1166 -0.4983

***

What molar mass values result from the calculations? In sequence: 120.221 120.221 120.221 152.288 152.288 102.161 102.161 102.161 102.161 102.161 g mol⁻¹.
What energy above the lowest of the compared OMol25 structures with the same formula, charge and spin values result from the calculations? In sequence: 0.5701 1.4533 2.3431 3.6854 1.5300 3.5082 1.9589 6.5200 1.7828 3.2791 eV.